1.
DFT (ωB97M-V with the def2-TZVPD basis set) results for a cluster of 2 separate species, C3H13N2O in total in a non-equilibrium geometry.

As for the energy above the lowest of the compared OMol25 structures with the same formula, charge and spin: 0.398 eV. The value obtained for the largest force on an atom is 0.0365 hartree/bohr. The value obtained for the molar mass is 93.1 g mol⁻¹. Its orbital gap is 11.47 eV. The highest occupied orbital energy is -14.4 eV. As for the charge: +1.

Each atom is followed by the atoms it is bonded to, with distances in Å.
Cartesian coordinates (Å):
1 N -0.24 -1.12 -0.41  C2 1.523, H6 1.021, H7 1.019, H8 1.020
2 C 0.66 0.10 -0.48  N1 1.523, C3 1.499, C4 1.565, H9 1.072
3 C 0.92 0.59 0.92  C2 1.499, H10 1.091, H11 1.091, H12 1.081
4 C -0.08 1.12 -1.41  C2 1.565, N5 1.460, H13 1.094, H14 1.087
5 N -0.82 0.39 -2.44  C4 1.460, H15 1.011, H16 1.016
6 H -0.68 -1.26 -1.32  N1 1.021
7 H -0.93 -0.94 0.32  N1 1.019
8 H 0.30 -1.93 -0.11  N1 1.020
9 H 1.55 -0.15 -1.03  C2 1.072
10 H -0.02 0.55 1.48  C3 1.091
11 H 1.32 1.60 0.92  C3 1.091
12 H 1.59 -0.03 1.49  C3 1.081
13 H -0.81 1.58 -0.75  C4 1.094
14 H 0.61 1.89 -1.76  C4 1.087
15 H -1.46 1.03 -2.90  N5 1.011
16 H -0.17 0.08 -3.15  N5 1.016
17 H -0.26 -0.48 3.82  O19 0.972
18 H -0.97 -1.85 3.64  O19 0.960
19 O -0.52 -1.14 3.17  H17 0.972, H18 0.960

Atom charges from the natural (NBO) analysis, given in e for atoms 1 to 5: number 1, N, carries -0.69; number 2, C, carries -0.05; number 3, C, carries -0.64; number 4, C, carries -0.24; number 5, N, carries -0.86


2.
DFT (ωB97M-V with the def2-TZVPD basis set) results for a cluster of 2 separate species, H4O2 in total in a non-equilibrium geometry.

As for the energy above the lowest of the compared OMol25 structures with the same formula, charge and spin: 0.458 eV. As for the SMILES: O.O. The value obtained for the largest force on an atom is 0.0334 hartree/bohr. The value obtained for the molar mass is 36.0 g mol⁻¹. Its orbital gap is 12.05 eV. The highest occupied orbital energy is -11.5 eV.

Each atom is followed by the atoms it is bonded to, with distances in Å.
Cartesian coordinates (Å):
1 O 5.66 9.95 -4.19  H2 0.984, H3 0.984
2 H 4.84 10.00 -3.65  O1 0.984
3 H 5.59 10.71 -4.81  O1 0.984
4 O 4.96 8.34 -1.83  H5 0.984, H6 0.984
5 H 4.61 8.93 -2.54  O4 0.984
6 H 5.78 7.96 -2.21  O4 0.984

Atom charges from the natural (NBO) analysis, given in e for atoms 1 to 5: number 1, O, carries -0.93; number 2, H, carries 0.45; number 3, H, carries 0.48; number 4, O, carries -0.92; number 5, H, carries 0.44


3.
DFT (ωB97M-V with the def2-TZVPD basis set) results for the molecule C6H6.

As for the energy above the lowest of the compared OMol25 structures with the same formula, charge and spin: 5.800 eV. The value obtained for the largest force on an atom is 0.0181 hartree/bohr. The value obtained for the molar mass is 78.1 g mol⁻¹. Its orbital gap is 10.14 eV. The highest occupied orbital energy is -9.6 eV.

Each atom is followed by the atoms it is bonded to, with distances in Å.
Cartesian coordinates (Å):
1 C -1.31 0.83 -0.42  C2 1.513, H7 1.092, H8 1.082, H9 1.081
2 C -0.87 -0.46 0.23  C1 1.513, C4 1.639, H10 1.090, H11 1.081
3 C 0.07 -1.88 -1.04  C4 1.277
4 C 0.60 -0.97 -0.31  C2 1.639, C3 1.277, C5 1.405
5 C 1.80 -0.35 0.08  C4 1.405, C6 1.204
6 C 2.81 0.20 0.42  C5 1.204, H12 1.066
7 H -2.17 1.28 0.10  C1 1.092
8 H -0.51 1.56 -0.40  C1 1.082
9 H -1.59 0.67 -1.45  C1 1.081
10 H -1.66 -1.21 0.20  C2 1.090
11 H -0.64 -0.32 1.28  C2 1.081
12 H 3.71 0.68 0.73  C6 1.066

Atom charges from the natural (NBO) analysis, given in e for atoms 1 to 5: number 1, C, carries -0.62; number 2, C, carries -0.35; number 3, C, carries 0.21; number 4, C, carries -0.41; number 5, C, carries -0.05


4.
DFT (ωB97M-V with the def2-TZVPD basis set) results for the molecule C6H12O in a non-equilibrium geometry.

As for the energy above the lowest of the compared OMol25 structures with the same formula, charge and spin: 4.538 eV. The value obtained for the largest force on an atom is 0.0549 hartree/bohr. The value obtained for the molar mass is 100.2 g mol⁻¹. Its orbital gap (spin up / spin down) is 7.78 / 8.33 eV. The highest occupied orbital energy (spin up / spin down) is -7.2 / -7.7 eV.

Each atom is followed by the atoms it is bonded to, with distances in Å.
Cartesian coordinates (Å):
1 C -0.39 -2.09 1.26  C2 1.492, H8 1.103, H9 1.097, H10 1.098
2 C 0.57 -1.02 0.87  C1 1.492, C7 1.408, H11 1.089
3 C 1.93 0.96 -1.15  O4 1.347, H12 1.094, H13 1.087
4 O 0.63 0.84 -1.47  C3 1.347, C5 1.369
5 C -0.29 1.12 -0.50  O4 1.369, C6 1.512, C7 1.663, H14 1.100
6 C -1.66 0.64 -0.93  C5 1.512, H15 1.094, H16 1.095, H17 1.095
7 C 0.27 0.36 0.87  C2 1.408, C5 1.663, H18 1.100, H19 1.130
8 H -0.84 -2.57 0.38  C1 1.103
9 H -1.22 -1.67 1.85  C1 1.097
10 H 0.09 -2.88 1.84  C1 1.098
11 H 1.55 -1.31 0.48  C2 1.089
12 H 2.27 1.95 -0.85  C3 1.094
13 H 2.57 0.42 -1.84  C3 1.087
14 H -0.28 2.18 -0.22  C5 1.100
15 H -2.02 1.20 -1.80  C6 1.094
16 H -2.38 0.77 -0.11  C6 1.095
17 H -1.61 -0.42 -1.19  C6 1.095
18 H -0.47 0.64 1.63  C7 1.100
19 H 1.26 0.89 0.86  C7 1.130

Atom charges from the natural (NBO) analysis, given in e for atoms 1 to 5: number 1, C, carries -0.67; number 2, C, carries -0.10; number 3, C, carries -0.10; number 4, O, carries -0.50; number 5, C, carries 0.14